Entry 1:
{"formula": "C35H33GeIrN3OS2", "method": "ωB97M-V/def2-TZVPD", "elements": ["Ir", "N", "C", "C", "C", "C", "C", "C", "S", "N", "C", "C", "C", "C", "C", "C", "N", "H", "H", "H", "H", "H", "H", "H", "H", "H", "O", "S", "C", "C", "C", "C", "H", "H", "H", "H", "H", "H", "H", "H", "C", "Ge", "C", "C", "C", "C", "C", "C", "C", "C", "C", "C", "C", "C", "C", "C", "C", "C", "C", "C", "H", "H", "H", "H", "H", "H", "H", "H", "H", "H", "H", "H", "H", "H", "H", "H"], "coordinates": [[0.0356, -0.5089, -0.5772], [-4.0063, -0.8318, -1.7038], [-4.0795, -1.8139, -2.7351], [-4.9139, -1.6310, -3.8233], [-4.9253, -2.5869, -4.8303], [-4.0786, -3.6845, -4.7688], [-3.2188, -3.8429, -3.6902], [-3.2448, -2.9178, -2.6584], [-2.2899, -3.0986, -1.1889], [-1.8980, -1.4493, -0.9162], [-2.8459, -0.5700, -1.0785], [-2.5875, 0.7848, -0.5307], [-3.5614, 1.7377, -0.3060], [-3.2011, 2.9441, 0.2795], [-1.8781, 3.1578, 0.6220], [-0.9528, 2.1611, 0.3652], [-1.3034, 1.0042, -0.1979], [-4.6744, -0.0812, -1.7802], [-5.5567, -0.7608, -3.8842], [-5.5938, -2.4650, -5.6712], [-4.0875, -4.4206, -5.5604], [-2.5543, -4.6955, -3.6349], [-4.5967, 1.5517, -0.5549], [-3.9495, 3.7015, 0.4674], [-1.5555, 4.0813, 1.0805], [0.0942, 2.2782, 0.6069], [-0.0659, -0.6997, 1.5981], [1.0748, -1.0591, 2.5840], [0.8516, 0.1322, 3.9420], [0.4403, -0.6597, 5.1829], [-0.3997, -1.8288, 4.6783], [0.4207, -2.4405, 3.5507], [0.0472, 0.7755, 3.5818], [1.7624, 0.7164, 4.0551], [-0.1024, -0.0192, 5.8764], [1.3245, -1.0296, 5.7048], [-1.3600, -1.4779, 4.2959], [-0.5974, -2.5637, 5.4570], [-0.1226, -3.0743, 2.8519], [1.2903, -2.9842, 3.9275], [1.0290, 0.6669, -1.5727], [1.9978, -0.4161, -2.8878], [1.5224, -2.0261, -1.8438], [1.9249, -2.1042, -0.4971], [1.7399, -3.3057, 0.2288], [1.1906, -4.4020, -0.3817], [0.7992, -4.3357, -1.7311], [0.9392, -3.1711, -2.4382], [0.9583, -0.4242, -4.5177], [1.5197, -0.0276, -5.7293], [0.7580, -0.0429, -6.8910], [-0.5667, -0.4519, -6.8502], [-1.1378, -0.8451, -5.6459], [-0.3779, -0.8268, -4.4869], [3.8869, -0.1007, -3.0536], [4.6444, -0.8837, -3.9256], [6.0116, -0.6792, -4.0356], [6.6291, 0.3060, -3.2768], [5.8833, 1.0886, -2.4072], [4.5153, 0.8848, -2.2943], [0.8189, 1.7383, -1.6152], [2.5649, -1.3381, -0.0700], [2.1085, -3.3786, 1.2441], [1.0883, -5.3327, 0.1608], [0.3977, -5.2179, -2.2128], [0.6394, -3.1300, -3.4790], [2.5535, 0.2950, -5.7742], [1.2010, 0.2651, -7.8286], [-1.1557, -0.4626, -7.7577], [-2.1708, -1.1697, -5.6113], [-0.8332, -1.1434, -3.5517], [4.1738, -1.6553, -4.5256], [6.5953, -1.2870, -4.7139], [7.6952, 0.4658, -3.3665], [6.3666, 1.8591, -1.8214], [3.9396, 1.5057, -1.6159]], "forces_ev_per_a": [[-0.08, 0.14, 0.03], [-0.01, -0.01, 0.00], [0.00, -0.02, -0.01], [-0.01, 0.00, 0.01], [0.01, 0.00, -0.01], [0.00, 0.00, 0.00], [0.01, 0.00, 0.01], [-0.01, 0.04, -0.01], [-0.01, -0.01, 0.02], [0.02, 0.04, -0.04], [0.05, 0.00, 0.02], [-0.01, -0.01, 0.01], [0.00, 0.00, -0.01], [0.01, 0.00, 0.00], [-0.01, -0.01, 0.00], [-0.02, 0.00, 0.00], [0.07, -0.05, -0.02], [0.00, 0.01, 0.00], [0.00, 0.00, 0.00], [0.00, 0.00, 0.00], [0.00, 0.00, 0.00], [0.00, 0.00, 0.00], [0.00, 0.00, 0.00], [0.00, 0.00, 0.00], [0.00, 0.00, 0.00], [0.00, -0.01, 0.00], [0.04, -0.02, 0.06], [-0.02, 0.01, -0.03], [0.00, 0.01, 0.01], [-0.01, -0.01, 0.00], [0.01, 0.00, 0.02], [-0.02, -0.01, -0.01], [0.01, 0.00, 0.00], [0.01, -0.01, 0.00], [-0.01, 0.00, -0.01], [0.00, 0.00, 0.00], [0.00, 0.00, 0.00], [0.00, 0.00, 0.00], [-0.01, -0.02, 0.00], [0.00, 0.01, 0.01], [-0.04, -0.08, -0.06], [-0.01, 0.03, 0.01], [-0.04, 0.03, 0.02], [0.01, -0.06, 0.04], [0.01, 0.06, 0.00], [-0.03, 0.02, -0.03], [0.02, 0.00, 0.01], [0.03, -0.05, -0.01], [0.01, 0.00, -0.02], [-0.01, -0.01, 0.00], [0.00, 0.01, 0.00], [0.00, 0.01, 0.00], [0.00, 0.01, 0.01], [-0.01, 0.00, 0.00], [0.00, -0.01, 0.02], [0.01, 0.01, 0.00], [0.00, -0.01, 0.00], [0.00, 0.01, 0.00], [0.00, 0.00, 0.00], [0.00, 0.00, -0.01], [0.01, 0.01, 0.02], [0.02, -0.03, -0.03], [0.01, -0.01, 0.00], [0.01, 0.00, 0.00], [-0.01, 0.00, 0.01], [0.01, -0.02, 0.02], [0.00, -0.01, 0.00], [0.00, 0.00, 0.00], [0.00, -0.01, 0.00], [-0.01, 0.00, 0.00], [0.00, 0.01, -0.01], [0.00, 0.00, 0.00], [0.00, 0.00, 0.00], [0.00, 0.00, 0.00], [0.00, 0.00, 0.00], [0.00, 0.00, 0.00]], "homo_lumo_gap_ha": [0.257, 0.242], "spin_multiplicity": 2, "s2": 0.764, "total_charge": 2, "lumo_ha": [-0.2275, -0.2497]}

***

Entry 2:
{"formula": "C5H15NO", "method": "ωB97M-V/def2-TZVPD", "elements": ["C", "N", "C", "C", "C", "C", "H", "H", "H", "H", "H", "H", "H", "H", "H", "H", "H", "H", "H", "H", "H", "O"], "coordinates": [[-0.7026, 0.5317, 0.5999], [-1.0442, 0.0942, -0.7969], [-0.3130, -0.8335, -1.7925], [-1.1760, -0.7623, -3.1089], [-2.4964, -0.1634, -0.7581], [0.8562, 0.9568, 0.5658], [-0.8382, -0.1973, 1.3783], [-1.3104, 1.4783, 0.9260], [-0.2798, -1.9205, -1.4852], [0.6885, -0.3964, -1.8842], [-0.7001, -1.0836, -4.0229], [-1.9841, -1.5851, -3.0079], [-1.5664, 0.3084, -3.1442], [-3.0466, 0.6388, -0.1512], [-2.8414, -1.2764, -0.6604], [-2.8558, 0.2001, -1.6695], [1.1655, 1.5130, 1.4697], [1.5289, 0.0372, 0.3724], [1.0375, 1.7769, -0.2090], [3.9749, -0.6665, 4.1344], [3.7740, 0.6505, 3.8196], [4.1943, 0.1859, 4.5844]], "forces_ev_per_a": [[3.73, 3.64, -1.06], [-2.41, -3.26, 2.66], [-0.32, 1.05, -0.57], [-1.24, -0.42, 1.36], [-1.17, 0.86, 0.55], [-0.16, 0.08, -0.63], [-0.50, -0.97, -0.19], [0.78, -1.87, -1.09], [0.00, 1.35, 0.53], [-0.21, -0.39, -0.06], [0.79, 0.41, -0.02], [0.78, 1.86, -0.09], [0.31, -1.71, -0.70], [1.08, -1.82, 0.24], [0.96, 2.05, 0.14], [-0.73, -0.19, -2.00], [-0.29, -0.86, -0.03], [-1.03, 1.65, 0.40], [-0.38, -1.44, 0.54], [0.79, -0.09, 1.41], [0.65, 0.88, 1.18], [-1.42, -0.80, -2.58]], "homo_lumo_gap_ha": [0.395, 0.223], "spin_multiplicity": 2, "s2": 0.755, "total_charge": 1, "lumo_ha": [-0.1071, -0.2787]}

***

Entry 3:
{"formula": "C5H8", "method": "ωB97M-V/def2-TZVPD", "elements": ["C", "C", "C", "C", "C", "H", "H", "H", "H", "H", "H", "H", "H"], "coordinates": [[0.4789, -0.0456, 0.9079], [0.2270, -1.1817, -0.0771], [-0.9097, -0.6837, -0.9388], [-1.2513, 0.5874, -1.0623], [0.2801, 1.2548, 0.1693], [1.4921, -0.0927, 1.3250], [-0.2281, -0.1070, 1.7427], [1.1124, -1.3615, -0.7045], [-0.0115, -2.1262, 0.4265], [-1.4790, -1.4059, -1.5257], [-0.8833, 1.5560, -0.5290], [1.0629, 1.4886, -0.5566], [0.1095, 2.1175, 0.8225]], "forces_ev_per_a": [[-0.02, 0.04, 0.02], [0.03, 0.02, 0.01], [-0.06, 0.08, -0.06], [0.12, -0.34, 0.04], [0.16, -0.01, 0.05], [-0.11, 0.03, -0.01], [0.08, 0.00, -0.14], [-0.13, 0.00, 0.10], [0.04, 0.15, -0.11], [0.06, 0.16, 0.08], [0.01, 0.05, 0.09], [-0.14, -0.08, 0.04], [-0.03, -0.10, -0.11]], "homo_lumo_gap_ha": 0.356, "total_charge": 0, "lumo_ha": 0.0389}

***

Entry 4:
{"formula": "C4H9NO2", "method": "ωB97M-V/def2-TZVPD", "elements": ["C", "N", "C", "C", "C", "O", "O", "H", "H", "H", "H", "H", "H", "H", "H", "H"], "coordinates": [[-2.4143, 0.9893, -0.1147], [-2.5852, -0.4089, 0.2180], [3.1047, 0.0831, 0.0644], [-1.6145, -1.2042, 0.2164], [-0.1239, -0.8128, 0.2006], [0.1531, -0.1635, -1.0048], [0.5854, -1.1806, 1.0646], [-1.5597, 1.4267, 0.4224], [-3.2833, 1.5262, 0.2472], [-2.3280, 1.1433, -1.1852], [2.4201, -0.0183, 0.8969], [4.1666, -0.0500, 0.2322], [2.7169, -0.5894, -0.6998], [2.9145, 1.0453, -0.4146], [-1.8745, -2.2591, 0.1782], [-0.2779, 0.4728, -0.3218]], "forces_ev_per_a": [[0.01, 0.10, 1.29], [-0.61, -0.17, -1.14], [-0.73, 0.42, -1.12], [-0.14, 0.36, 0.11], [-1.71, -4.16, -0.97], [-0.21, 0.94, 3.07], [1.03, 0.15, 0.57], [0.16, 0.30, -0.14], [-0.11, 0.17, -0.05], [0.08, -0.15, -0.12], [0.64, 0.01, 0.37], [-0.06, -0.11, 0.31], [0.39, -0.43, 0.10], [0.28, 0.30, 0.27], [0.48, -0.20, 0.58], [0.52, 2.46, -3.13]], "homo_lumo_gap_ha": 0.373, "total_charge": 0, "lumo_ha": 0.0116}

***

Entry 5:
{"formula": "C6H10O", "method": "ωB97M-V/def2-TZVPD", "elements": ["C", "C", "O", "C", "C", "C", "C", "H", "H", "H", "H", "H", "H", "H", "H", "H", "H"], "coordinates": [[-2.1312, -0.1290, 0.1145], [-0.7148, 0.2712, -0.1076], [-0.4886, 1.6093, -0.1330], [0.9310, 1.7850, 0.1817], [1.5696, 0.4372, -0.0895], [1.4161, -0.8009, 0.7842], [0.4014, -0.4755, -0.2455], [-2.7919, 0.3685, -0.6035], [-2.4469, 0.1813, 1.1172], [-2.2458, -1.2101, 0.0170], [-1.0216, -2.5383, -1.9370], [1.3157, 2.5568, -0.4876], [0.9921, 2.1423, 1.2171], [2.3616, 0.3960, -0.8369], [1.1125, -0.6808, 1.8229], [2.1336, -1.6044, 0.6226], [-0.4328, -2.3326, -1.5263]], "forces_ev_per_a": [[0.01, -0.04, -0.01], [0.03, -0.19, 0.08], [-0.09, 0.02, -0.08], [0.21, 0.08, 0.07], [0.12, 0.19, -0.09], [0.13, -0.11, 0.20], [-0.27, 0.16, 0.06], [0.11, -0.05, 0.07], [0.02, -0.02, -0.13], [0.05, 0.18, 0.01], [0.04, -0.16, -0.03], [-0.01, -0.10, 0.12], [-0.04, -0.04, -0.12], [-0.15, -0.01, 0.11], [0.10, -0.01, -0.13], [-0.11, 0.14, -0.02], [-0.16, -0.02, -0.12]], "homo_lumo_gap_ha": 0.328, "total_charge": 0, "smiles": "CC1=C2C[C@@H]2CO1.[H][H]", "lumo_ha": 0.0382}

***

Entry 6:
{"formula": "C4H6CuO3", "method": "ωB97M-V/def2-TZVPD", "elements": ["O", "C", "O", "C", "H", "C", "H", "H", "H", "Cu", "O", "C", "H", "H"], "coordinates": [[1.3433, 0.3973, 1.0758], [1.4861, -0.4558, 0.0227], [2.6427, -0.4383, -0.4564], [0.0379, 0.4556, 1.7835], [0.3469, 0.5863, 2.8400], [-0.6340, 1.7529, 1.3545], [0.0170, 2.6578, 1.4116], [-1.0043, 1.7032, 0.3139], [-1.5138, 1.9441, 1.9955], [-0.9621, -1.1721, 0.3204], [-1.5549, 0.1903, -1.5190], [-1.2373, 0.1436, -2.6903], [-0.5282, -0.6230, -3.0671], [-1.8223, 0.6970, -3.4539]], "forces_ev_per_a": [[-0.92, 0.52, 1.10], [1.01, -0.88, -0.48], [-1.37, -0.15, 0.22], [0.46, -0.28, -1.00], [-0.23, -0.46, -0.22], [-0.43, 0.43, -0.37], [-0.04, -0.32, 0.09], [0.19, -0.08, 0.38], [0.15, -0.07, -0.08], [1.57, 1.75, 0.03], [-1.48, -0.11, 4.88], [1.01, -0.65, -4.19], [-0.02, 0.20, -0.13], [0.11, 0.11, -0.24]], "homo_lumo_gap_ha": [0.114, 0.185], "spin_multiplicity": 2, "s2": 0.753, "total_charge": -2, "lumo_ha": [0.2250, 0.2246]}

***

E_tot list, top to bottom, in Ha: -4570.093842 -329.103988 -195.153757 -362.937037 -309.709017 -2021.962345
Largest force on an atom list, top to bottom, in eV/Å: 0.16 5.32 0.36 4.61 0.31 5.10
Relative energy (zero: lowest compared OMol25 entry of this formula, charge and spin) list, top to bottom, in kcal per mole: 0.0 57.9 86.8 93.2 83.7 0.0